Computed, not measured: the molecule C9H18N2O4S in a non-equilibrium geometry, with ωB97M-V/def2-TZVPD.

Each line ends with the natural charge from an NBO analysis.
Geometry (Å):
C  -4.794  -2.815  2.188  -0.75
S  -3.014  -2.875  1.916  0.17
C  -2.888  -1.553  0.628  -0.50
C  -1.451  -1.225  0.309  -0.42
C  -1.307  -0.237  -0.828  -0.14
N  -2.082  -0.639  -1.999  -0.82
C  0.178  -0.139  -1.148  0.71
O  0.639  -0.675  -2.152  -0.66
N  0.940  0.579  -0.224  -0.61
C  2.297  0.992  -0.480  -0.17
C  3.236  -0.183  -0.415  0.78
O  4.154  -0.171  0.362  -0.57
O  3.114  -1.122  -1.390  -0.67
C  2.681  2.165  0.470  0.09
C  3.835  2.935  -0.153  -0.63
O  1.640  2.987  0.883  -0.72
H  -5.103  -3.406  3.053  0.23
H  -5.337  -3.277  1.374  0.21
H  -5.072  -1.762  2.236  0.21
H  -3.374  -0.657  1.020  0.20
H  -3.438  -1.921  -0.255  0.23
H  -0.909  -2.150  0.114  0.22
H  -0.965  -0.907  1.245  0.22
H  -1.660  0.720  -0.502  0.20
H  -2.368  0.251  -2.418  0.36
H  -1.477  -1.132  -2.641  0.39
H  0.426  1.124  0.442  0.42
H  2.381  1.293  -1.562  0.20
H  2.409  -0.845  -1.999  0.51
H  3.027  1.620  1.333  0.18
H  3.420  3.532  -0.986  0.21
H  4.251  3.632  0.604  0.21
H  4.611  2.276  -0.568  0.24
H  2.002  3.586  1.542  0.48

- SMILES: CSCC[C@H](N)C(=O)N[C@H](C(=O)O)[C@@H](C)O
- Frontier orbital gap: 8.86 eV
- LUMO: 0.013 Ha
- Energy: -31630.991 eV

***

Computed, not measured: a structure of composition C9H18N3 in a non-equilibrium geometry, with ωB97M-V/def2-TZVPD.

Each line ends with the natural charge from an NBO analysis.
Geometry (Å):
C  -2.603  1.225  0.582  0.13
C  -2.047  -0.020  1.075  -0.30
C  -1.305  0.801  -1.053  -0.07
C  -0.311  -2.327  0.842  -0.68
C  0.289  -1.721  -1.476  -0.68
C  1.451  -0.252  0.587  -0.60
C  1.298  2.229  0.706  -0.68
C  -0.097  -1.210  -0.107  0.39
C  1.875  1.013  0.037  0.45
N  -2.248  1.708  -0.498  -0.37
N  -1.214  -0.313  -0.081  -0.45
N  2.532  1.262  -1.122  -0.71
H  -3.331  1.712  1.275  0.20
H  -2.902  -0.808  1.361  0.23
H  -1.670  0.377  -2.101  0.21
H  -0.662  -1.944  1.833  0.23
H  0.337  -3.189  0.871  0.25
H  -1.158  -2.807  0.493  0.25
H  -0.635  -2.057  -1.985  0.26
H  0.764  -1.016  -2.198  0.22
H  0.824  -2.585  -1.442  0.23
H  -0.282  1.116  -1.270  0.19
H  1.226  -0.103  1.688  0.26
H  2.080  -1.050  0.317  0.24
H  1.461  3.131  -0.011  0.24
H  0.222  2.052  0.798  0.26
H  1.770  2.297  1.645  0.26
H  2.986  2.090  -1.159  0.41
H  -1.567  0.061  1.986  0.21
H  2.916  0.328  -1.592  0.43

- Charge: +1
- Frontier orbital gap (alpha / beta): 7.96 / 7.96 eV
- LUMO (alpha / beta): -0.154 / -0.154 Ha
- Energy: -14085.935 eV

***

Computed, not measured: a structure of composition C9H18NO12Tl in a non-equilibrium geometry, with ωB97M-V/def2-TZVPD.

Each line ends with the natural charge from an NBO analysis.
Geometry (Å):
Tl  -2.077  -7.717  5.974  1.00
N  -1.898  -5.604  -0.233  0.70
O  -1.607  -4.554  -0.735  -0.13
O  -2.000  -5.731  0.989  -0.19
O  -2.063  -6.572  -0.936  -0.11
C  0.992  2.203  -1.375  -0.28
O  1.497  2.935  -2.634  -0.45
C  2.706  3.500  -2.500  0.98
O  3.566  3.401  -1.561  -0.50
O  2.856  4.041  -3.660  -0.43
C  4.092  4.626  -4.092  -0.28
H  0.485  2.840  -0.651  0.21
H  1.784  1.889  -0.695  0.22
H  0.337  1.375  -1.644  0.21
H  4.233  5.621  -3.670  0.21
H  3.990  4.890  -5.144  0.22
H  5.027  4.113  -3.862  0.22
C  -3.965  4.076  -3.618  -0.26
O  -4.639  2.811  -3.340  -0.44
C  -4.811  2.508  -2.090  0.99
O  -4.711  3.224  -1.075  -0.49
O  -5.075  1.189  -2.117  -0.46
C  -5.336  0.234  -1.030  -0.26
H  -4.382  4.757  -2.875  0.21
H  -4.227  4.353  -4.639  0.22
H  -2.903  3.919  -3.434  0.20
H  -5.334  -0.820  -1.306  0.22
H  -6.319  0.435  -0.604  0.21
H  -4.699  0.386  -0.158  0.20
C  3.340  -3.907  2.223  -0.28
O  3.460  -2.980  3.304  -0.47
C  2.833  -3.308  4.449  0.99
O  2.270  -4.384  4.706  -0.64
O  3.077  -2.314  5.249  -0.46
C  2.537  -2.244  6.508  -0.27
H  2.762  -3.546  1.372  0.19
H  2.925  -4.907  2.352  0.21
H  4.351  -4.134  1.885  0.21
H  2.441  -3.129  7.137  0.20
H  1.489  -1.977  6.373  0.18
H  2.997  -1.496  7.155  0.22

- Charge: +2
- Frontier orbital gap: 1.43 eV
- LUMO: -0.480 Ha
- Energy: -40348.763 eV

***

Computed, not measured: the ion C9H18NO2 with charge +1 in a non-equilibrium geometry, with ωB97M-V/def2-TZVPD.

Each line ends with the natural charge from an NBO analysis.
Geometry (Å):
C  -3.212  -1.205  -0.111  -0.60
C  -1.763  -0.937  -0.664  -0.39
C  -1.067  0.249  0.001  -0.11
C  -0.962  -0.071  1.560  -0.61
C  -1.692  1.634  -0.168  -0.62
C  0.370  0.420  -0.528  0.34
N  1.333  -0.423  -0.331  -0.41
C  2.659  -0.614  -0.935  -0.26
C  3.768  -0.437  0.105  0.19
O  3.648  -1.385  1.106  -0.67
C  4.322  0.778  0.130  0.07
O  4.108  1.781  -0.784  -0.66
H  -3.827  -0.398  -0.161  0.21
H  -3.795  -1.982  -0.642  0.24
H  -3.094  -1.530  1.029  0.21
H  -1.858  -0.742  -1.752  0.22
H  -1.023  -1.757  -0.525  0.20
H  -0.308  0.456  2.116  0.22
H  -2.016  -0.080  2.007  0.25
H  -0.688  -1.139  1.675  0.20
H  -1.050  2.455  0.036  0.22
H  -2.562  1.658  0.456  0.24
H  -2.114  1.828  -1.279  0.22
H  0.695  1.298  -1.005  0.21
H  1.040  -1.214  0.330  0.43
H  2.738  0.091  -1.644  0.23
H  2.562  -1.515  -1.484  0.24
H  4.479  -1.346  1.565  0.49
H  5.095  0.876  0.824  0.18
H  4.960  2.265  -0.664  0.50

- Charge: +1
- SMILES: CCC(C)(C)/C=[NH+]/C/C(O)=C\O
- Frontier orbital gap: 8.34 eV
- LUMO: -0.149 Ha
- Energy: -15200.933 eV

***

Computed, not measured: a structure of composition C9H18O in a non-equilibrium geometry, with ωB97M-V/def2-TZVPD.

Each line ends with the natural charge from an NBO analysis.
Geometry (Å):
C  -1.612  -1.012  0.053  -0.27
C  -0.492  1.284  0.443  -0.69
C  -2.980  -0.520  -0.445  -0.61
C  -1.675  -1.300  1.555  -0.61
C  -0.511  -0.009  -0.373  0.46
O  -0.509  0.160  -1.683  -0.74
H  -1.393  -1.940  -0.484  0.21
H  0.226  1.986  0.027  0.22
H  -1.475  1.757  0.383  0.21
H  -0.253  1.106  1.490  0.21
H  -3.291  0.386  0.078  0.20
H  -3.740  -1.280  -0.253  0.21
H  -2.948  -0.312  -1.512  0.23
H  -0.729  -1.666  1.951  0.21
H  -1.957  -0.406  2.114  0.20
H  -2.435  -2.057  1.751  0.21
C  3.265  1.059  0.250  -0.72
C  1.118  -0.972  0.130  -0.75
C  2.418  0.906  -0.921  0.25
C  1.881  1.115  -2.023  -0.50
H  4.026  1.814  0.029  0.26
H  2.686  1.399  1.111  0.25
H  0.591  -1.913  0.015  0.21
H  1.324  -0.790  1.181  0.19
H  2.019  -1.168  -0.444  0.21
H  3.762  0.127  0.519  0.25
H  0.572  0.615  -2.007  0.43
H  2.112  1.633  -2.935  0.28

- Frontier orbital gap: 8.82 eV
- LUMO: 0.015 Ha
- Energy: -11667.520 eV

***

Computed, not measured: a structure of composition C9H18O13P2S in a non-equilibrium geometry, with ωB97M-V/def2-TZVPD.

Each line ends with the natural charge from an NBO analysis.
Geometry (Å):
O  -0.889  3.416  2.005  -1.10
P  0.037  3.189  0.886  1.80
O  -0.043  1.694  0.282  -1.05
P  -1.145  0.657  0.858  2.57
O  -0.923  -0.624  0.190  -1.10
O  -1.033  0.521  2.419  -0.98
O  -2.577  1.257  0.532  -0.80
C  -3.400  1.626  1.645  -0.35
S  -4.732  2.621  0.991  2.03
O  -5.320  3.325  2.085  -0.93
O  -5.556  1.819  0.145  -0.92
H  -0.217  4.098  -0.151  -0.10
H  1.376  3.349  1.246  -0.07
H  -0.219  0.018  2.590  0.54
H  -3.815  0.778  2.179  0.23
H  -2.870  2.263  2.351  0.26
H  -4.072  3.513  0.210  -0.02
C  0.851  -0.109  -4.976  -0.63
C  0.987  0.214  -3.510  0.06
C  0.656  1.644  -3.141  -0.09
O  1.486  1.860  -1.995  -0.51
C  2.555  1.026  -2.092  0.97
O  3.519  1.090  -1.408  -0.56
O  2.359  0.123  -3.082  -0.50
H  1.070  -1.160  -5.158  0.23
H  -0.160  0.100  -5.324  0.22
H  1.560  0.475  -5.565  0.22
H  0.403  -0.486  -2.908  0.20
H  -0.391  1.782  -2.882  0.20
H  0.936  2.361  -3.918  0.18
C  0.394  -4.386  2.555  -0.63
C  1.090  -3.389  1.664  0.06
C  2.597  -3.531  1.601  -0.09
O  3.021  -2.184  1.347  -0.48
C  2.073  -1.362  1.833  0.98
O  2.178  -0.183  1.950  -0.60
O  0.964  -2.051  2.179  -0.51
H  -0.685  -4.240  2.521  0.23
H  0.616  -5.405  2.237  0.22
H  0.707  -4.259  3.592  0.22
H  0.651  -3.401  0.664  0.20
H  2.933  -4.189  0.804  0.21
H  3.029  -3.860  2.549  0.18

- Frontier orbital gap: 11.37 eV
- LUMO: 0.014 Ha
- Energy: -65658.697 eV